(1)
DFT (ωB97M-V/def2-TZVPD) results for a cluster of 4 separate species, C10H18N2O6 in total.

```
36
Properties=species:S:1:pos:R:3:forces:R:3
C 0.1269 -2.2650 -1.3036 -0.44 -0.49 -0.34
O 0.3333 -3.1134 -0.1740 0.09 -0.21 0.19
C 1.2268 -2.6827 0.7140 -0.31 -0.10 -0.12
O 1.8188 -1.6379 0.6696 0.23 0.23 -0.09
O 1.3443 -3.5968 1.6736 -0.10 -0.06 -0.01
C 2.2859 -3.2547 2.6930 0.04 -0.24 0.09
H 0.9624 -2.3580 -1.9971 0.22 0.44 0.22
H -0.1121 -1.2587 -0.9793 0.36 0.17 -0.14
H -0.7372 -2.6744 -1.8241 -0.09 0.00 0.21
H 3.2844 -3.1983 2.2640 0.02 0.16 0.07
H 2.2462 -4.0668 3.4133 -0.04 -0.02 -0.03
H 2.0107 -2.3218 3.1776 0.07 0.09 -0.07
C 0.3796 3.1073 -3.1628 -0.85 0.36 0.12
O 1.7137 2.7494 -2.8871 0.31 -0.28 -0.09
C 1.9220 2.1191 -1.7276 0.07 0.14 0.27
O 1.1351 2.0302 -0.8189 -0.18 -0.05 -0.28
O 3.1563 1.6421 -1.7442 0.16 0.15 -0.13
C 3.5667 0.9273 -0.5784 0.08 -0.54 0.29
H -0.2987 2.2542 -3.0937 0.20 -0.10 -0.09
H 0.3611 3.5037 -4.1729 0.10 -0.04 -0.03
H -0.0027 3.8684 -2.4769 0.23 -0.02 0.03
H 4.6459 1.0155 -0.4989 0.01 0.19 -0.12
H 3.3127 -0.1270 -0.6873 -0.11 0.07 0.01
H 3.0826 1.3038 0.3171 -0.03 0.11 -0.02
C -1.9898 1.3098 -0.4465 -0.32 0.15 0.29
C -2.5690 -0.0218 -0.5643 -0.35 -0.35 0.08
N -3.0421 -1.0707 -0.6196 0.19 0.41 -0.01
H -1.5813 1.6352 -1.3958 0.28 -0.05 0.05
H -1.2518 1.3122 0.3526 0.26 0.02 -0.22
H -2.7568 2.0288 -0.1524 -0.10 -0.12 -0.05
C -4.5284 0.2394 2.5641 0.37 0.14 0.24
C -3.2565 0.8983 2.8760 -0.33 -0.14 -0.02
N -2.2831 1.4582 3.1052 0.20 0.04 0.00
H -5.2579 0.5041 3.3268 -0.09 0.10 -0.10
H -4.4056 -0.8404 2.5770 0.05 -0.02 -0.18
H -4.8427 0.5816 1.5813 -0.21 -0.16 0.00
```
Positions in Å, forces in eV/Å.

Results
Relative energy (zero: lowest compared OMol25 entry of this formula, charge and spin) = 0.0 kcal/mol
Kohn-Sham gap = 11.487 eV
Structure (SMILES) = COC(=O)OC.COC(=O)OC.CC#N.CC#N
Charge = 0

These are the Mulliken partial charges, in e, on atoms 1 to 6:
1 C -0.3454
2 O -0.3224
3 C 0.8047
4 O -0.5213
5 O -0.3427
6 C -0.6292

(2)
DFT (ωB97M-V/def2-TZVPD) results for a structure of composition C10H18N4NaOS in a non-equilibrium geometry.

```
35
Properties=species:S:1:pos:R:3:forces:R:3
Na -0.3460 0.0041 -0.5338 -0.64 0.22 0.05
O 1.5295 -0.3750 -0.6230 1.94 -0.66 -0.24
C 2.4927 -1.0786 -0.9887 -0.06 0.19 0.04
C 2.3828 -1.9941 -2.1779 0.00 -0.14 0.09
C 2.4395 -3.4769 -1.7641 0.18 0.04 -0.08
C 3.8657 -3.9966 -1.5830 -0.06 0.07 0.15
C 4.6537 -3.3463 -0.4470 -0.04 0.07 -0.10
C 4.8419 -1.8377 -0.5949 -0.09 -0.22 -0.07
N 3.6370 -1.0600 -0.3096 0.01 0.03 0.04
H 3.1875 -1.7878 -2.8885 -0.01 0.05 0.00
H 1.4388 -1.7652 -2.6676 0.00 0.02 -0.01
H 1.9590 -4.0672 -2.5447 -0.05 0.02 0.02
H 1.8621 -3.6245 -0.8470 -0.03 -0.03 -0.01
H 4.4103 -3.8457 -2.5202 0.01 -0.07 -0.02
H 3.8275 -5.0715 -1.4000 0.02 -0.01 -0.07
H 5.6486 -3.7953 -0.4194 -0.01 -0.02 0.06
H 4.1730 -3.5542 0.5127 0.04 0.00 0.03
H 5.1967 -1.6066 -1.6028 0.04 0.06 0.03
H 5.5984 -1.4963 0.1072 0.02 0.06 -0.03
H 3.6420 -0.4533 0.4955 0.00 0.03 0.02
C -4.1117 1.1983 -3.7617 -0.02 -0.10 0.05
C -4.0966 -0.0380 -2.8502 -0.02 0.23 -0.19
C -3.6515 0.3107 -1.4711 -0.04 0.06 0.23
N -2.4524 0.1626 -1.0312 -0.63 -0.06 -0.44
N -2.2538 0.5998 0.2550 -0.58 0.35 0.59
C -3.3374 1.0903 0.7893 -0.21 -0.10 -0.32
N -3.4115 1.5740 2.0397 -0.06 0.06 0.03
S -4.7067 1.0500 -0.2904 0.28 -0.10 0.05
H -4.5111 0.9392 -4.7408 0.00 0.00 0.01
H -3.1016 1.5841 -3.8953 -0.01 0.04 0.02
H -4.7313 1.9895 -3.3389 0.00 0.01 -0.04
H -3.4025 -0.7777 -3.2473 -0.02 -0.07 0.06
H -5.0890 -0.4886 -2.8180 0.02 -0.04 0.04
H -2.5924 1.5823 2.6206 0.02 -0.03 -0.01
H -4.2762 1.9093 2.4197 0.01 0.02 0.02
```
Positions in Å, forces in eV/Å.

Results
Kohn-Sham gap = 9.789 eV
Charge = +1

These are the Mulliken partial charges, in e, on atoms 1 to 6:
1 Na 1.2080
2 O -0.8666
3 C 0.5074
4 C -0.6683
5 C -0.5686
6 C -0.6508

Number 1: electronic energy -25926.5242 eV. Number 2: electronic energy -33918.6606 eV.